C3H6ClO2Si | wB97M-V/def2-TZVPD

Geometry (Å):
Cl1 0.196103 2.674392 2.230999
Si1 0.498746 2.461827 0.188815
O1 1.688593 -0.959471 -1.000130
O2 1.055436 1.032948 -0.239816
C1 -0.398174 -0.821830 0.080980
C2 -0.817974 -2.280517 -0.228754
C3 0.765779 -0.392827 -0.399616
H1 -0.756585 3.033144 -0.087671
H2 -0.190334 -2.490944 -1.071849
H3 -1.878171 -2.291337 -0.428831
H4 -1.047751 -0.349767 0.736188
H5 1.431226 3.373272 -0.373869
H6 -0.546893 -2.988888 0.593555

Cartesian forces (eV/Å) of the 6 atoms listed first:
Cl 0.4490 0.0186 0.6815
Si 0.4563 -1.3038 0.3395
O -0.2072 -0.2473 -0.1456
O -0.2436 0.7317 0.2916
C -1.2106 -2.6786 -0.2664
C 1.3041 1.3517 1.2084

As for the energy relative to the best compared isomer or geometry (same formula, charge and spin): 26.5 kcal/mol. For the electronic energy, the calculation gives -1018.16652 hartree. As for the spin multiplicity: 1. The charge is -1. As for the molecular weight: 137.62 g mol⁻¹. For the HOMO energy, the calculation gives -2.70 eV.

Atomic partial charges in e from the Mulliken method, atoms 1 to 8: -0.326 0.355 -0.758 -0.095 -0.382 -1.002 0.527 -0.203